ORCA calculation (ωB97M-V/def2-TZVPD) on the molecule C4H5FN2O.

CARTESIAN COORDINATES (ANGSTROEM)
C  1.933  -0.725  0.174
O  1.231  0.450  -0.222
C  -0.108  0.474  -0.193
N  -0.586  1.757  -0.251
C  -0.931  -0.609  -0.173
F  -0.464  -1.885  -0.345
C  -2.337  -0.469  -0.017
N  -3.468  -0.281  0.108
H  1.891  -1.481  -0.612
H  1.534  -1.116  1.108
H  2.941  -0.429  0.318
H  -1.592  1.887  -0.164
H  -0.044  2.429  0.269

Calculated values
* 2S+1: 1
* energy above the lowest of the compared OMol25 structures with the same formula, charge and spin: 119.3 kJ/mol
* E_LUMO: 0.02484 Ha
* SMILES string: CO/C(N)=C(\F)C#N

Results of the Mulliken charge analysis, in e, for atoms 1 through 8: -0.683 -0.407 0.469 -0.500 0.450 -0.287 -0.011 -0.403